1.
{"formula": "C40H57Cl6LaN6O11PSSiTe", "method": "ωB97M-V/def2-TZVPD", "elements": ["La", "C", "C", "N", "C", "C", "C", "S", "N", "C", "O", "C", "C", "C", "C", "C", "C", "H", "H", "H", "H", "H", "H", "H", "H", "H", "H", "H", "H", "H", "H", "H", "O", "H", "H", "Cl", "Si", "Cl", "Cl", "O", "H", "H", "Cl", "C", "Cl", "H", "H", "O", "C", "O", "C", "C", "C", "C", "C", "C", "N", "O", "O", "H", "H", "H", "H", "C", "C", "O", "P", "O", "Te", "O", "C", "C", "H", "H", "H", "H", "H", "H", "H", "H", "H", "H", "C", "C", "C", "C", "C", "O", "C", "C", "C", "C", "C", "C", "Cl", "C", "C", "C", "N", "C", "N", "C", "N", "H", "H", "H", "H", "H", "H", "H", "H", "H", "H", "H", "H", "H", "H", "H", "H", "H", "H", "H", "H", "H", "H"], "xyz": [[0.6457, -0.8147, 0.8968], [3.1886, 2.9682, 6.2033], [4.1123, 2.1312, 5.3187], [3.5613, 0.8298, 4.9512], [3.9575, -0.3249, 5.7433], [3.0458, -0.5815, 6.9417], [2.6380, 0.7282, 3.9575], [1.9880, -0.7977, 3.6133], [2.3489, 1.9119, 3.3730], [1.4909, 2.1132, 2.3959], [0.8041, 1.2608, 1.7602], [1.3364, 3.5564, 2.0094], [2.0629, 4.5620, 2.6437], [1.9211, 5.8813, 2.2490], [1.0642, 6.2086, 1.2063], [0.3320, 5.2140, 0.5751], [0.4561, 3.8965, 0.9862], [3.6192, 3.9611, 6.3510], [3.0469, 2.5076, 7.1808], [2.2183, 3.0742, 5.7201], [5.0576, 1.9503, 5.8331], [4.3216, 2.6813, 4.4032], [4.9841, -0.1604, 6.0784], [3.9369, -1.2019, 5.0970], [3.0655, 0.2545, 7.6422], [3.3672, -1.4819, 7.4669], [2.0229, -0.7251, 6.5936], [2.7337, 4.2841, 3.4438], [2.4802, 6.6616, 2.7505], [0.9662, 7.2392, 0.8873], [-0.3326, 5.4677, -0.2405], [-0.1295, 3.1120, 0.5259], [1.6161, -1.5392, -1.6158], [2.3266, -2.1346, -1.3264], [0.9216, -2.1851, -1.9134], [-1.5156, 0.4748, 3.7164], [-1.3945, -1.5474, 2.8461], [-1.7678, -2.6807, 4.5775], [-3.4150, -1.6116, 2.0136], [-1.9839, 0.8936, 0.6487], [-1.8638, 1.2662, 1.5354], [-2.6492, 0.1984, 0.7768], [3.0302, 0.7542, 0.0646], [3.9504, 0.2010, -1.3459], [5.4763, 1.0859, -1.4900], [3.3506, 0.3726, -2.2306], [4.1741, -0.8489, -1.2090], [-0.1641, -3.4999, -2.0191], [-0.8901, -3.3357, -1.0242], [-0.9526, -2.2854, -0.3156], [-1.8048, -4.4697, -0.6099], [-2.0705, -4.6788, 0.7391], [-2.9169, -5.7003, 1.1426], [-3.5360, -6.5027, 0.2019], [-3.2627, -6.2884, -1.1434], [-2.3836, -5.2980, -1.5576], [-3.9253, -7.1134, -2.1420], [-4.6397, -8.0235, -1.7557], [-3.7281, -6.8646, -3.3167], [-1.6008, -4.0350, 1.4711], [-3.1052, -5.8580, 2.1962], [-4.2204, -7.2891, 0.4817], [-2.1401, -5.1956, -2.6061], [3.4334, -5.1255, -1.6174], [4.4560, -4.1466, -1.0696], [3.8239, -3.0175, -0.4610], [3.3578, -2.9602, 1.1376], [1.8857, -2.6329, 1.0717], [4.1013, -4.7517, 2.4079], [4.1040, -1.5686, 1.4938], [5.5311, -1.5136, 1.5261], [5.9568, -0.2749, 2.2871], [3.9421, -5.9504, -2.1188], [2.7613, -4.6323, -2.3215], [2.8369, -5.5288, -0.7978], [5.0839, -3.7493, -1.8713], [5.0974, -4.6477, -0.3407], [5.9164, -1.4798, 0.4996], [5.9246, -2.4157, 2.0022], [5.5520, 0.6205, 1.8122], [7.0455, -0.2122, 2.2992], [5.5853, -0.3184, 3.3102], [-4.7164, 4.7905, -2.6473], [-3.3475, 4.0877, -2.6482], [-2.8506, 4.0396, -1.1960], [-2.4168, 4.9682, -3.4945], [-3.5135, 2.6514, -3.2612], [-4.2282, 2.7592, -4.4946], [-4.2663, 1.7428, -2.2571], [-5.1189, 0.6114, -2.8602], [-4.3341, -0.5326, -3.4445], [-4.2672, -0.7326, -4.8196], [-3.5280, -1.7767, -5.3547], [-2.8482, -2.6340, -4.5037], [-1.9383, -3.9480, -5.1690], [-2.9001, -2.4510, -3.1320], [-3.6442, -1.4061, -2.6098], [-2.2145, 1.9426, -3.7529], [-1.1666, 1.6781, -2.7882], [-1.0105, 0.6157, -1.9855], [0.0745, 0.7528, -1.2527], [0.5923, 1.9285, -1.6890], [-0.1229, 2.5159, -2.6191], [-4.6294, 5.7217, -2.0862], [-5.4973, 4.1927, -2.1685], [-5.0352, 5.0511, -3.6590], [-2.6318, 5.0559, -0.8639], [-1.9459, 3.4446, -1.0824], [-3.6043, 3.6324, -0.5217], [-2.5096, 6.0062, -3.1645], [-2.7031, 4.9251, -4.5482], [-1.3792, 4.6722, -3.3937], [-5.0867, 3.1533, -4.3131], [-4.9457, 2.3606, -1.6678], [-3.5395, 1.3238, -1.5560], [-5.7814, 1.0157, -3.6258], [-5.7522, 0.2228, -2.0589], [-4.7814, -0.0455, -5.4811], [-3.4773, -1.9245, -6.4250], [-2.3625, -3.1163, -2.4757], [-3.6847, -1.2703, -1.5332], [-1.7931, 2.5244, -4.5695], [-2.5294, 0.9832, -4.1505], [-1.6833, -0.2271, -1.9593], [1.4972, 2.3720, -1.3134]], "mulliken_charge": [3.002, -1.176, -0.730, 0.723, -0.967, -1.302, 0.177, -0.574, 0.149, -1.613, 0.477, 0.562, -0.317, -0.826, -0.648, -0.454, 0.562, 0.363, 0.363, 0.219, 0.472, 0.409, 0.563, 0.368, 0.299, 0.436, 0.242, 0.337, 0.420, 0.406, 0.441, 0.028, -0.387, 0.181, 0.087, -0.378, 0.444, -0.394, -0.439, -0.394, 0.137, -0.030, 0.085, 0.178, -0.188, 0.461, -0.463, -0.865, -0.658, 0.240, 0.734, -0.469, -0.979, -0.461, -0.424, 0.327, 1.057, -0.660, -0.602, 0.284, 0.449, 0.501, 0.626, -1.003, -0.578, -0.050, -1.326, 0.229, -0.297, 0.530, -0.501, -0.960, 0.451, 0.210, 0.227, 0.309, 0.370, 0.148, 0.409, 0.187, 0.472, 0.022, -2.048, 2.662, -1.496, -2.132, 2.267, -0.718, -0.189, -1.887, -0.020, -0.491, -0.505, -0.376, -0.229, 1.202, -0.184, -3.469, 1.563, -0.681, 0.822, -1.375, -1.078, 0.503, 0.294, 0.530, 0.632, -0.109, 0.242, 0.517, 0.365, 0.291, 0.572, 0.799, -0.232, 0.450, 0.456, 0.364, 0.431, -0.402, 0.630, 0.432, 0.370, 0.303, 0.662], "charge": -1, "orbital_gap_ha": 0.261, "e_above_lowest_ev": 0.000, "e_tot_ev": -185171.8319, "max_force_ev_per_a": 2.4}

=====

2.
{"formula": "C40H58N6P2Se2Si2Ti", "method": "ωB97M-V/def2-TZVPD", "elements": ["Ti", "C", "P", "C", "N", "C", "C", "C", "C", "C", "C", "N", "C", "P", "C", "C", "C", "C", "C", "C", "C", "C", "C", "H", "H", "H", "H", "H", "H", "H", "H", "H", "H", "H", "H", "H", "H", "H", "H", "H", "H", "H", "H", "H", "H", "H", "H", "H", "H", "H", "H", "C", "Si", "C", "C", "N", "C", "C", "C", "C", "C", "C", "N", "Si", "C", "C", "C", "H", "H", "H", "H", "H", "H", "H", "H", "H", "H", "H", "H", "H", "H", "H", "H", "H", "H", "H", "H", "H", "H", "Se", "Se", "C", "C", "C", "C", "C", "N", "C", "C", "C", "C", "C", "N", "H", "H", "H", "H", "H", "H", "H", "H"], "xyz": [[-0.9352, 0.1233, 0.3916], [2.1692, 1.3282, 3.6392], [2.5838, 0.9793, 1.8820], [2.5578, 2.7597, 1.3446], [3.2221, 3.6115, 2.0776], [3.1846, 4.9326, 1.7473], [3.8913, 5.8665, 2.5364], [3.8704, 7.1886, 2.1942], [3.1470, 7.6252, 1.0605], [2.4531, 6.7361, 0.2900], [2.4591, 5.3658, 0.6301], [1.7525, 4.4758, -0.1223], [1.7745, 3.2165, 0.2155], [0.7316, 2.0971, -0.8456], [-0.3871, 3.3353, -1.5910], [1.8977, 1.6408, -2.2798], [1.9647, 0.1199, -2.2827], [1.4319, 2.1538, -3.6441], [3.3069, 2.1907, -2.0425], [4.4087, 0.5203, 2.0371], [4.3786, -0.7945, 2.8396], [5.3269, 1.5077, 2.7567], [5.0095, 0.2356, 0.6580], [2.9223, 1.9536, 4.1127], [2.0514, 0.4013, 4.1996], [1.2250, 1.8732, 3.6655], [4.4339, 5.4949, 3.3969], [4.4081, 7.9158, 2.7887], [3.1445, 8.6781, 0.8086], [1.8827, 7.0463, -0.5767], [0.1417, 4.2614, -1.7768], [-1.2309, 3.5261, -0.9338], [-0.7699, 2.9442, -2.5271], [1.0006, -0.3744, -2.4357], [2.3241, -0.2121, -1.3098], [2.6595, -0.2346, -3.0521], [0.4765, 1.7284, -3.9572], [2.1739, 1.8596, -4.3923], [1.3474, 3.2414, -3.6717], [3.6959, 1.8979, -1.0702], [3.3382, 3.2799, -2.1091], [3.9823, 1.7807, -2.8004], [4.1134, -0.6293, 3.8847], [5.3736, -1.2487, 2.8176], [3.6758, -1.5150, 2.4177], [4.9659, 1.7721, 3.7501], [5.4508, 2.4308, 2.1933], [6.3117, 1.0420, 2.8730], [4.3851, -0.4277, 0.0536], [5.9852, -0.2435, 0.7872], [5.1814, 1.1567, 0.0978], [-1.6318, -4.4466, -3.9418], [-0.9570, -2.6835, -3.8610], [-1.8647, -1.6503, -5.1454], [0.8544, -2.7057, -4.3577], [-1.0350, -2.0403, -2.2715], [-1.8753, -2.2473, -1.3060], [-3.2129, -2.8122, -1.4821], [-3.9661, -3.2286, -0.4410], [-3.5152, -3.1217, 0.9165], [-2.3364, -2.5097, 1.1578], [-1.5269, -1.9641, 0.0971], [-0.1705, -1.5877, 0.3724], [0.9437, -2.9754, 0.4074], [0.1644, -4.4775, -0.3853], [2.6456, -2.7952, -0.3524], [1.2295, -3.4357, 2.2106], [-0.9717, -5.0861, -4.5356], [-2.6202, -4.4722, -4.4103], [-1.7276, -4.8956, -2.9505], [-1.3508, -0.7057, -5.3470], [-2.8848, -1.4175, -4.8275], [-1.9243, -2.1983, -6.0924], [1.0515, -3.4163, -5.1660], [1.4813, -2.9815, -3.5031], [1.1834, -1.7165, -4.6946], [-3.5690, -2.9485, -2.4984], [-4.9366, -3.6756, -0.6320], [-4.1344, -3.4952, 1.7218], [-1.9790, -2.3987, 2.1734], [0.0970, -4.3744, -1.4677], [-0.8318, -4.7041, 0.0047], [0.8159, -5.3309, -0.1640], [2.7351, -2.1038, -1.1842], [2.9088, -3.7855, -0.7436], [3.3964, -2.5394, 0.3992], [1.8513, -4.3392, 2.2239], [0.3038, -3.6737, 2.7423], [1.7745, -2.6700, 2.7703], [-3.5540, 0.4276, 0.9561], [-1.2022, 2.8515, 1.6313], [-1.1438, 1.5519, 2.9492], [-1.4482, 1.7386, 4.3066], [-1.2551, 0.7098, 5.1962], [-0.7509, -0.5152, 4.7451], [-0.5114, -0.6529, 3.4013], [-0.7262, 0.3407, 2.5213], [-3.3982, 0.9430, -0.8139], [-4.4071, 1.4499, -1.6452], [-4.1348, 1.6460, -2.9755], [-2.8740, 1.3187, -3.4868], [-1.9250, 0.8443, -2.6166], [-2.1642, 0.7095, -1.3032], [-1.8199, 2.7037, 4.6211], [-1.4826, 0.8532, 6.2464], [-0.5570, -1.3388, 5.4178], [-0.1339, -1.5646, 2.9717], [-5.3811, 1.6582, -1.2245], [-4.9022, 2.0350, -3.6348], [-2.6462, 1.4205, -4.5382], [-0.9378, 0.5545, -2.9466]], "mulliken_charge": [-0.600, -1.770, 1.691, -0.365, -0.250, 0.220, -0.488, -0.607, -0.542, -0.618, -0.001, -0.031, -0.299, 1.395, -1.989, 3.065, -0.959, -1.857, -1.917, 1.984, -1.917, -2.002, -1.888, 0.515, 0.390, 0.248, 0.463, 0.393, 0.398, 0.467, 0.592, 0.427, 0.422, -0.274, -1.159, 0.748, 0.255, 0.498, 0.382, 0.038, 0.393, 0.556, 0.346, 0.531, 0.208, 0.302, 0.362, 0.518, 0.247, 0.595, 0.426, -1.292, 0.225, -1.250, -1.062, 0.607, -0.007, -1.044, -0.941, -0.805, -0.676, 1.780, 0.829, 0.258, -0.947, -1.080, -1.470, 0.493, 0.341, 0.324, 0.253, 0.344, 0.461, 0.486, 0.204, 0.229, 0.446, 0.362, 0.451, 0.146, -0.032, 0.241, 0.556, 0.295, 0.557, 0.364, 0.476, 0.488, 0.270, 0.007, 0.005, -0.166, -0.890, -0.524, -1.259, 0.121, 0.887, -0.199, -1.058, -0.763, -0.786, -0.838, 1.717, 0.524, 0.415, 0.519, -0.098, 0.540, 0.436, 0.555, 0.435], "orbital_gap_ha": 0.233, "e_above_lowest_ev": 1.471, "e_tot_ev": -239508.0394, "max_force_ev_per_a": 0.7}

=====

Number 1: E_LUMO 1.62 eV. Number 2: E_LUMO -0.53 eV.